Entry 1:
{
  "formula": "C12H25BF3InNO6",
  "method": "wB97M-V/def2-TZVPD",
  "e_lumo_ev": 2.54,
  "total_charge": -1,
  "homo_energy_ev": -3.71,
  "e_tot_ev": -40627.862,
  "orbital_gap_ev": 6.2,
  "elements": ["N", "B", "O", "In", "C", "C", "C", "C", "O", "O", "C", "C", "O", "C", "C", "F", "F", "F", "H", "H", "H", "H", "H", "H", "H", "H", "H", "H", "H", "H", "H", "H", "H", "H", "H", "O", "C", "O", "C", "C", "C", "H", "H", "H", "H", "H", "H", "H", "H"],
  "positions_angstrom": [[4.574135, -2.080521, 2.798024], [4.687326, -1.035617, 1.739776], [5.910849, -0.989353, 1.090445], [2.995926, 0.380488, 1.134329], [1.991785, 1.437437, 2.851844], [1.821909, 2.968335, 2.749510], [0.847951, 3.455908, 1.656011], [1.390406, 3.478225, 0.238045], [0.817452, 2.940957, -0.614730], [2.577267, 4.125566, -0.008936], [1.382400, -0.739509, -0.008450], [0.137412, -1.028992, 0.836308], [-0.773844, 0.077677, 0.769215], [-1.620926, 0.129310, 1.880381], [-3.011498, 0.456110, 1.372477], [-3.530484, -0.602447, 0.745205], [-3.839866, 0.722735, 2.363542], [-3.010628, 1.420154, 0.498250], [3.923049, -2.812177, 2.536016], [4.315075, -1.682152, 3.690965], [6.032177, -0.099833, 0.732305], [3.701804, 1.531241, -0.068919], [1.034131, 0.932184, 3.029684], [2.627096, 1.259563, 3.729242], [2.776148, 3.497130, 2.702277], [1.367915, 3.292573, 3.704042], [-0.100573, 2.925568, 1.679938], [0.617617, 4.509742, 1.887638], [2.408201, 5.040402, -0.270576], [1.079791, -0.161023, -0.888644], [1.770433, -1.691357, -0.391601], [0.453297, -1.208758, 1.874775], [-0.363513, -1.944446, 0.471516], [-1.307926, 0.949968, 2.541973], [-1.668368, -0.815431, 2.427536], [-1.147446, -3.836880, -2.630837], [-2.023031, -3.074034, -2.929546], [-2.676118, -3.249811, -4.105126], [-3.851733, -2.526881, -4.466685], [-3.512497, -1.196080, -5.106799], [-2.358935, -1.873300, -2.079031], [-4.520774, -2.417733, -3.611408], [-4.372401, -3.155295, -5.189861], [-2.978267, -0.543974, -4.415773], [-4.419878, -0.684680, -5.432482], [-2.864249, -1.347378, -5.970686], [-1.687493, -1.053665, -2.334720], [-2.209877, -2.138099, -1.035280], [-3.391228, -1.541841, -2.171179]],
  "forces_ev_per_a": [[0.7101, -0.3619, -0.4376], [0.0056, 0.1517, 0.2997], [0.1042, 0.2070, 0.6020], [-0.1436, 0.2696, -0.6198], [0.6046, 0.2575, -0.4760], [-0.9499, -0.4801, 0.6894], [1.1053, 1.0038, 0.4615], [0.5232, 0.3239, 2.4317], [-1.7464, -1.4193, -3.0897], [0.4349, 0.7304, 0.4699], [-0.1470, 0.1793, 0.2447], [0.9404, -0.3355, -0.5996], [0.0912, -0.4678, 0.4115], [0.1223, 0.7095, -0.3441], [1.2898, -1.5202, 0.1795], [-0.4944, -1.0825, -0.5866], [-0.8418, 0.7373, 1.0814], [-0.1592, 1.6435, -0.7108], [-0.1182, 0.0981, 0.2850], [-0.3680, -0.0964, -0.1329], [-0.2942, -0.3458, -0.4249], [-0.0363, -0.0268, 0.2303], [-0.0292, 0.2330, 0.0877], [-0.1542, -0.1486, -0.0268], [0.0250, -0.1394, -0.3292], [0.0750, 0.2156, -0.1449], [0.1224, -0.2648, -0.2148], [-0.0030, -0.0862, -0.0292], [-0.0356, -0.1909, 0.0032], [0.0067, 0.0012, 0.0821], [-0.0088, 0.0606, 0.1060], [-0.3195, 0.0857, 0.0327], [-0.2458, 0.1780, 0.1895], [-0.0746, -0.2087, 0.1703], [-0.0446, 0.0725, 0.0583], [-0.1756, -0.1238, -0.2186], [0.2180, 0.4157, 0.2640], [-0.0508, -0.4291, -0.1466], [-0.0048, 0.2160, -0.0538], [0.1114, 0.1012, 0.0563], [-0.4123, -0.2116, 0.1876], [0.0619, 0.0546, 0.0324], [0.1167, -0.1125, 0.0366], [-0.0805, 0.0080, 0.0362], [0.0029, -0.0161, -0.0014], [-0.0651, -0.0513, -0.0212], [0.0208, -0.0046, 0.0516], [0.2401, 0.0450, -0.0543], [0.0707, 0.1249, -0.1181]],
  "lowdin_charge": [0.0487, -0.6660, 0.0237, 0.6553, -0.2895, -0.3031, -0.1173, -0.5847, 0.1447, 0.0340, -0.2619, -0.3280, -0.1352, -0.1267, -0.6823, 0.1295, 0.1527, 0.1890, 0.0371, 0.0317, 0.0511, -0.0599, 0.0104, 0.0175, 0.0972, 0.0880, 0.1047, 0.1155, 0.1075, 0.0288, 0.0263, 0.0961, 0.1020, 0.1303, 0.1408, 0.1108, -0.5163, -0.0118, -0.2489, -0.0679, 0.0162, 0.1110, 0.1174, 0.0703, 0.0775, 0.0814, 0.1079, 0.0755, 0.0690]
}

=====

Entry 2:
{
  "formula": "C12H25BN5O3",
  "method": "wB97M-V/def2-TZVPD",
  "e_lumo_ev": -2.57,
  "total_charge": 1,
  "homo_energy_ev": -11.88,
  "e_tot_ev": -27113.794,
  "orbital_gap_ev": 9.3,
  "smiles": "CCOB(O)Nc1ncn(CCCCN(C)C(C)=O)[n+]1C",
  "e_above_lowest_ev": 2.207,
  "elements": ["C", "C", "O", "B", "O", "N", "C", "N", "C", "N", "C", "C", "C", "C", "N", "C", "C", "C", "O", "N", "C", "H", "H", "H", "H", "H", "H", "H", "H", "H", "H", "H", "H", "H", "H", "H", "H", "H", "H", "H", "H", "H", "H", "H", "H", "H"],
  "positions_angstrom": [[5.955455, -1.680360, 2.195317], [5.184136, -1.881767, 0.838718], [3.863612, -1.253033, 0.992532], [3.960353, 0.000397, 0.378916], [4.597959, 1.016276, 1.088716], [3.353207, 0.137672, -0.972670], [2.217434, 0.710307, -1.373271], [1.842357, 0.669649, -2.675535], [0.641358, 1.297621, -2.703556], [0.351526, 1.704894, -1.456038], [-0.924623, 2.406587, -1.220706], [-1.878805, 1.710064, -0.193359], [-3.242714, 1.243575, -0.793307], [-4.065239, 0.548537, 0.342316], [-4.432998, -0.853899, 0.059714], [-4.761802, -1.449004, 1.405612], [-3.303631, -1.622164, -0.408612], [-3.639372, -2.765589, -1.405114], [-2.163142, -1.465568, -0.061700], [1.334843, 1.368646, -0.584173], [1.226674, 1.745792, 0.814229], [5.164573, -1.661217, 2.976216], [6.598843, -2.559426, 2.392884], [6.501616, -0.721668, 2.201755], [5.735017, -1.345771, 0.028843], [5.078256, -2.950615, 0.579912], [4.055931, 1.177439, 1.880040], [3.892535, -0.281938, -1.730876], [-0.035967, 1.466590, -3.547506], [-0.717906, 3.451982, -0.909214], [-1.452852, 2.419718, -2.195961], [-2.122680, 2.475852, 0.580810], [-1.425797, 0.862088, 0.359589], [-3.147568, 0.652917, -1.725253], [-3.791851, 2.173840, -1.071500], [-3.549365, 0.667150, 1.328713], [-5.024044, 1.106844, 0.441311], [-5.258468, -2.432516, 1.320778], [-3.779321, -1.633224, 1.911685], [-5.298750, -0.722482, 2.039642], [-3.948139, -3.625613, -0.762156], [-2.762964, -3.067716, -2.000880], [-4.529569, -2.518248, -2.018020], [0.998276, 0.834549, 1.415275], [2.207577, 2.105391, 1.196306], [0.496041, 2.537446, 1.039589]],
  "forces_ev_per_a": [[-0.8406, -0.5802, -0.5498], [0.8213, 0.6210, 1.3044], [0.3941, 0.5334, -1.4514], [-0.0472, -1.1369, 1.6245], [-1.5399, 0.2188, -0.9673], [0.7949, 0.2878, 0.3121], [0.8704, -0.1546, -0.7229], [-1.3986, 0.6187, 0.2825], [2.2284, -0.8390, 1.9803], [-2.6061, 0.8311, -2.3679], [-0.6156, 0.0623, 1.1527], [-0.2277, 0.2855, 0.2473], [0.0314, 0.8627, 0.6401], [-0.3217, 0.7094, -0.4450], [0.5537, 0.0688, 1.0459], [0.8843, -0.4953, 0.1314], [-0.3894, -1.3552, -1.4908], [-0.7954, 0.2040, 0.9326], [0.2218, 0.7972, 0.2528], [-0.6687, 0.3838, -1.1605], [1.1507, -0.8631, 1.6314], [0.6296, -0.0037, -0.3594], [-0.0657, 0.7096, -0.1012], [-0.1409, -0.6033, 0.0806], [-0.1761, -0.6142, 0.2671], [-0.2540, 0.6848, 0.0645], [0.9013, -0.2018, 0.2158], [-0.5469, 0.0002, 0.1069], [0.5556, -0.1517, 0.4237], [-0.0546, -0.5977, -0.3017], [0.6445, 0.1220, 0.4975], [0.1334, -0.5631, -0.4317], [0.0004, 0.3861, -0.5987], [0.0666, 0.0435, 0.6378], [0.3265, -0.6600, -0.0268], [-0.0669, -0.2025, -0.7013], [0.5423, -0.5232, 0.0359], [-0.0904, 0.7097, -0.0182], [-0.7234, 0.1299, -0.0305], [-0.1487, -0.5082, -0.5998], [0.2587, 0.4154, -0.5013], [-0.4067, 0.2782, 0.3580], [0.6817, -0.0735, 0.2530], [-0.1592, 0.6578, -0.3926], [-0.5975, -0.0317, -0.6057], [0.1904, -0.4626, -0.6539]],
  "nbo_charge": [-0.6403, -0.0651, -0.7540, 1.2990, -0.9058, -0.8629, 0.5959, -0.4701, 0.2715, -0.1426, -0.2289, -0.4342, -0.4161, -0.2217, -0.5073, -0.4249, 0.7421, -0.7265, -0.5921, -0.1740, -0.4475, 0.2240, 0.2275, 0.2234, 0.1600, 0.2129, 0.5071, 0.4537, 0.2487, 0.2239, 0.2395, 0.2152, 0.2416, 0.2166, 0.2164, 0.1807, 0.2186, 0.2201, 0.1876, 0.2212, 0.2457, 0.2410, 0.2409, 0.2430, 0.2364, 0.2600]
}